Entry 1:
113
Properties=species:S:1:pos:R:3 method="wB97M-V/def2-TZVPD" max_force_ev_per_a=3.220 multiplicity=2 e_lumo_ev="0.60 / 0.60" total_energy_ev=-60494.88845
H 4.47663 -2.51874 1.23795
N 4.15311 1.50268 -4.82758
H 2.78729 1.15863 -1.23429
C -1.48551 0.71400 2.01849
H -0.62785 0.05400 1.91554
O 4.33718 2.85777 -2.98718
H 3.82797 5.64055 0.55562
H 3.31757 -3.78483 1.48903
O 0.31514 -1.42191 -0.27001
C -1.27015 1.83289 3.11155
N 0.72718 0.55025 -1.30595
C -2.78665 -1.50157 1.57954
C -4.19733 3.79722 -0.59799
C -1.03927 1.22903 4.48955
N -3.98374 3.20036 -1.89497
H 3.27951 2.65584 1.17011
H -3.71244 -2.02099 1.75559
C -3.58321 1.49250 4.92722
H -2.32713 -1.63344 -2.85675
H 2.79064 -2.40463 0.61220
H -4.36048 0.37180 1.10594
H -0.76758 1.96050 -1.34268
O -3.41458 -1.36334 4.17263
O -0.03554 4.23176 0.33427
H 2.10167 0.96790 -5.27546
H 2.42334 -0.51180 -0.72619
H -5.22007 4.09929 -0.42242
H -0.35949 2.33294 2.73057
H -0.25333 0.49775 4.50725
O 0.68974 -0.68095 -4.07916
H -2.95279 -0.77872 6.50074
H 1.47644 -2.45649 -3.61285
H -1.90695 -2.01474 1.92658
H -1.17679 -0.77492 6.19492
C 4.71456 -4.82178 -0.54557
N 2.27102 4.31815 0.21700
C 3.65215 -3.01648 0.76040
H -2.76246 -1.25203 0.55582
H 2.38207 -0.04685 -2.45950
H -1.11115 -0.03912 -0.85266
H 1.22649 -4.45137 1.80884
H -0.01452 -3.14644 1.69566
H -4.05129 1.67631 2.08745
C -2.37829 0.57557 4.84483
C 1.01715 4.65104 -0.10437
C 4.79413 2.05492 -3.75160
N -0.55236 -2.55837 -3.64495
N 3.96871 -3.58145 -0.56795
H -0.71737 -6.60937 3.31124
C -0.25827 -3.48107 4.17741
H 5.66839 0.28424 -5.26691
H 4.24309 4.28937 -0.53080
H 3.16341 5.64985 -1.04521
H -3.89565 4.91532 -3.07121
H 5.56940 -4.67656 0.07570
C -2.08334 -0.16415 6.20221
H -4.49789 0.99708 5.15778
O 0.33401 -2.45924 3.94698
H 1.52933 2.95770 1.64612
C 2.78549 1.82759 -5.11182
C -2.74805 -0.11325 2.35908
H -3.43323 2.13703 5.80559
H 4.06917 -5.55945 -0.09124
C -3.33895 2.04519 -1.94930
H 4.93175 -5.02707 -1.55185
H -3.59482 4.71202 -0.52669
C -1.84314 -1.91500 -3.82822
H -1.68867 1.13775 1.02765
C -4.07504 0.59087 2.08930
H 2.42944 2.47493 -4.26531
H -1.68046 -1.04522 -4.46838
C -1.20240 -5.65979 3.67058
H 2.81116 3.88781 2.21587
H 4.15217 -0.14005 -6.20675
H -0.63095 2.03355 5.12644
H -0.69757 -3.78884 -1.84593
H -2.15477 -5.54331 3.22811
H -3.28899 1.62431 -2.97928
C 0.15273 -4.22445 1.95229
C 2.15519 0.28168 -1.45369
H 0.58497 -4.16233 -3.04957
H 5.17074 1.21470 -6.71621
H 5.82794 1.69353 -3.60454
H -1.08177 -4.59632 -3.48005
H -0.36967 -4.75559 1.15685
O 3.13334 -4.09321 -2.65064
H -2.01438 2.63069 3.04243
H 0.89996 5.34421 -0.95020
N -2.65663 -0.44006 3.79643
C 3.05309 -3.49222 -1.60589
H -4.86992 0.26252 2.74985
H -5.37189 3.96602 -3.09382
H 0.84116 2.56586 -1.72078
H -0.76633 -3.64794 5.14087
C 0.56881 -1.82781 -3.76140
H -1.95986 0.67917 6.89344
H 2.71688 2.47160 -5.98795
H -1.32043 -5.63323 4.74289
C 0.13692 1.73216 -1.88564
C 4.82298 0.67917 -5.84917
H -3.86985 3.43884 -3.98779
C -0.05320 -0.34205 -0.75509
C 3.48254 5.04865 -0.24273
C -4.30058 3.89384 -3.08681
N -0.39047 -4.47569 3.30152
H -2.59055 -2.44391 -4.42233
O -2.94745 1.39194 -1.00528
H 0.04768 1.58262 -2.94498
H -3.75824 2.22221 4.15552
C -0.46415 -3.86444 -2.97821
H 2.26657 -2.62989 -1.41737
H -3.82219 3.11688 0.14681
C 2.49002 3.38788 1.32484

=====

Entry 2:
10
Properties=species:S:1:pos:R:3 method="wB97M-V/def2-TZVPD" total_charge=+1 max_force_ev_per_a=1.557 de_lowest_ev=0.5247 multiplicity=1 e_lumo_ev=-3.78 total_energy_ev=-4760.91134
H -0.87992 -0.17748 -1.44256
H 0.29523 1.50909 0.83687
C -0.49463 0.95871 0.32569
H -1.14000 0.60569 1.13004
H -0.15835 -1.42450 0.33503
Cs 2.48192 -2.60901 1.44455
H -1.16076 1.64664 -0.19501
O 0.53767 -1.19424 -0.28476
C -0.04867 0.01705 -0.76486
H 0.56755 0.66809 -1.38496

=====

Entry 3:
87
Properties=species:S:1:pos:R:3 method="wB97M-V/def2-TZVPD" total_charge=+2 max_force_ev_per_a=6.314 de_lowest_ev=1.0460 multiplicity=6 e_lumo_ev="-6.54 / -6.88" total_energy_ev=-177020.03813
S 0.86188 3.57907 -0.82855
C -0.35745 -2.37848 1.77401
H 3.99902 -0.41696 -3.31686
H -2.35693 -5.01199 2.48166
C 0.75310 -3.18151 -1.81221
C 0.43409 -3.85476 -2.98637
H -2.10916 -1.35462 -1.47063
C 2.12284 -2.49349 0.07644
H -3.51062 -1.74424 0.62512
H -0.44981 -2.27146 5.16029
C -1.72854 -4.14643 2.64630
H 3.04801 -4.75555 -2.27231
C 0.33806 0.64103 -2.96472
H 0.09535 0.12480 -5.02260
H 5.13466 1.40171 3.00608
H -6.26127 0.05122 -1.32173
H 5.14687 1.17805 4.77448
H -2.03179 0.21521 1.73869
N -1.38515 1.17178 -0.07014
C -1.70642 -2.73746 -3.05909
H 4.30325 0.33975 -0.84308
H -4.63554 -0.60700 -1.50331
As 0.51672 -1.45262 0.31555
H 2.26057 4.96992 0.87222
H -1.89959 -4.23667 4.78112
N 1.12455 0.72382 -1.89639
H 5.21818 -3.32953 1.12703
N -3.46824 1.03690 0.37614
H -0.68411 0.97068 -2.82863
S 2.94523 1.42991 3.99935
C -1.17571 -3.48185 1.55954
C 3.24092 0.52398 -0.89397
Fe 0.65670 1.26806 -0.02456
C 2.95914 -0.12887 -3.25003
H 0.17704 7.94405 -0.38710
H 0.53312 -1.07389 3.24373
H -1.37026 -3.83615 0.55488
N 1.56678 5.65762 0.62986
H 2.47604 -0.60448 -5.27379
H -0.98302 7.67627 -1.67263
H 0.72714 7.25784 1.72836
H -4.95975 -2.69992 0.85366
H 2.39440 6.83930 2.10198
H -5.99156 -1.68693 -1.19901
C -4.50174 -1.73872 1.08629
C -0.17967 -2.29455 -1.26750
H -0.86197 5.36757 -1.42650
N -3.34274 1.66699 -0.80292
C -2.25687 0.72179 0.81273
C 0.78293 0.17229 -4.19130
H 2.04746 7.72543 0.62020
H -1.03446 -4.16633 -4.50953
C -1.39681 -2.05811 -1.88842
S 0.68087 1.75432 2.16550
C -0.79040 -3.63340 -3.60031
C -1.47010 -3.71153 3.93857
N -2.10124 1.74373 -1.06761
C 4.23980 -4.11896 -0.61171
C 4.32446 -3.31281 0.51767
H -1.47781 7.44626 0.01412
H -4.68560 0.84183 2.03426
C -5.57444 -0.71102 -0.95309
C 4.66106 0.89835 3.84263
C -0.65844 7.33132 -0.69412
H 4.70255 -0.18064 3.71697
C -5.35790 -0.59878 0.55201
H -5.43364 1.57261 0.60438
C -4.79605 0.76274 0.95316
C 1.67725 6.95580 1.29470
H -6.33343 -0.63500 1.04565
C 2.46170 0.36170 -2.02144
C 2.11369 -0.22821 -4.32691
C 3.09837 -4.11514 -1.40118
C -0.65492 -2.60779 4.15259
N 2.52809 0.94721 0.24792
H 5.06986 -4.75978 -0.87664
H -2.65687 -2.57111 -3.54887
H -4.37247 -1.68536 2.16963
N -0.27802 5.92298 -0.81959
C 2.35908 1.34514 2.39823
N 3.15839 1.00363 1.38570
C 0.69529 5.21196 -0.26796
C -0.09975 -1.93871 3.07121
C 2.02655 -3.29855 -1.06150
H 1.13160 -4.55728 -3.42386
C 3.26104 -2.48952 0.86458
H 3.32656 -1.85847 1.74350

=====

Entry 4:
22
Properties=species:S:1:pos:R:3 method="wB97M-V/def2-TZVPD" smiles=CC(C)CN.O.O max_force_ev_per_a=1.693 de_lowest_ev=1.0253 multiplicity=1 e_lumo_ev=0.36 total_energy_ev=-9976.06093
H 1.08089 -2.90996 0.34562
C -0.80793 -2.13980 0.19985
H -2.54610 -1.24677 3.00419
H 0.72865 -0.46907 1.45503
H -0.52086 -2.70826 2.32337
H 2.44624 5.76268 -3.74275
H 1.87607 5.30443 -2.41641
H -2.87024 -1.10052 1.32717
N 0.55334 -2.40328 -0.36315
H -1.38309 -3.03317 -0.04784
C -0.10602 -0.65046 2.13994
H -2.84856 -2.71778 2.07761
C -0.89158 -1.89894 1.69230
O 2.18312 3.33311 -3.72134
H -1.16675 -1.24520 -0.31543
C -2.37976 -1.75522 2.05580
H 2.15689 2.46471 -3.31509
O 2.17210 6.09765 -2.88806
H -0.62651 0.30383 2.09585
H 0.97216 -1.48986 -0.48023
H 0.18383 -0.77481 3.17103
H 1.79412 3.27671 -4.59745

=====

Entry 5:
16
Properties=species:S:1:pos:R:3 method="wB97M-V/def2-TZVPD" smiles="C=C(/C=C/C)OC=S" max_force_ev_per_a=1.194 de_lowest_ev=1.6028 multiplicity=1 e_lumo_ev=0.29 total_energy_ev=-19232.66102
H -2.59520 -0.57483 0.97512
H 2.84269 -2.22572 -2.32739
H -1.92121 -2.34132 1.02064
C 1.55368 -1.38070 -0.82149
C 0.42052 -1.79231 -0.23563
H 2.47187 -3.29954 -1.01641
H -0.90318 0.97036 1.72354
H 1.66073 -0.31180 -0.97363
O -0.45940 0.41766 -0.16957
C 2.66909 -2.28377 -1.24170
S -0.65816 2.94668 0.41083
H 3.59846 -1.98954 -0.75054
C -0.66978 -0.90960 0.16885
C -1.79620 -1.30472 0.76393
C -0.70883 1.36354 0.73265
H 0.24083 -2.87038 -0.06773

=====

Entry 6:
16
Properties=species:S:1:pos:R:3 method="wB97M-V/def2-TZVPD" smiles="C#C/C(=N/CC)NO" max_force_ev_per_a=7.640 de_lowest_ev=5.4893 multiplicity=1 e_lumo_ev=0.73 total_energy_ev=-10337.23679
H -1.88809 -0.88063 1.36014
H 1.56543 2.11861 0.70765
C 3.21740 -1.19125 0.22794
H -2.26934 -1.24043 -0.96034
H 0.22040 1.29895 -1.33657
O 1.75797 1.66158 -0.11681
C 0.70418 -0.31756 -0.36622
N -0.30147 -1.16033 -0.57184
C 2.14786 -0.81423 -0.11679
H 4.05455 -1.48878 0.76373
H -1.54609 0.48167 -1.32863
C -1.60163 -0.44210 -0.64064
H -1.41589 0.71969 1.20885
C -2.08529 -0.02827 0.79090
N 0.53848 0.96054 -0.44218
H -3.09847 0.32250 0.82080

=====

Entry 7:
11
Properties=species:S:1:pos:R:3 method="wB97M-V/def2-TZVPD" max_force_ev_per_a=5.539 de_lowest_ev=1.3274 multiplicity=3 e_lumo_ev="-0.26 / -2.89" total_energy_ev=-11688.11859
C 2.10761 -0.50527 0.69734
H -1.74177 1.97230 -1.45308
O 3.16124 -1.05134 1.07930
H -2.66341 0.72918 -0.59168
C -1.79613 1.44079 -0.53451
F -1.20463 -1.41921 -0.52922
F -1.58187 2.18856 0.54106
H 2.05163 0.61983 0.71631
C 0.93490 -1.20907 0.12985
C -0.18752 -0.56745 -0.32535
H 0.91996 -2.19832 0.26999

=====

Entry 8:
28
Properties=species:S:1:pos:R:3 method="wB97M-V/def2-TZVPD" max_force_ev_per_a=0.516 multiplicity=1 e_lumo_ev=-1.48 total_energy_ev=-131885.70006
C 0.55290 2.94369 2.06807
H -0.42345 4.13724 3.40032
H 1.13793 4.71188 2.89048
N -0.16698 1.03949 1.15641
S 1.75949 -1.95209 -5.04214
N -0.43056 2.07942 2.02237
H 0.58878 -3.60786 -2.34924
S 1.20016 1.84984 -2.11068
H -3.00237 -0.32649 1.56975
H -2.17595 -2.39348 0.70241
H -1.46042 -4.08054 -0.98219
As 1.71565 0.07271 -4.87505
S 3.06900 1.05958 -1.98612
C 0.24242 -2.92045 -1.59096
S 0.04772 0.55291 -3.38805
C -0.56354 -1.06573 0.25017
C 0.93729 -1.74360 -1.37833
H -2.18472 0.72557 2.74089
H 1.82878 -1.50306 -1.94325
C -0.89344 -3.17043 -0.84056
N 0.54986 -0.83034 -0.48744
N 0.42844 4.00351 2.88492
Os 1.40598 1.03208 -0.08991
C -2.08099 -0.16598 2.13331
H -1.93433 -1.03131 2.78307
C -0.92410 -0.01291 1.20511
C -1.29647 -2.23110 0.09628
S 2.07289 2.82746 1.16036

=====

Entry 9:
11
Properties=species:S:1:pos:R:3 method="wB97M-V/def2-TZVPD" smiles=COc1nnn[nH]1 max_force_ev_per_a=5.257 de_lowest_ev=3.3493 multiplicity=1 e_lumo_ev=0.32 total_energy_ev=-10143.78550
C 0.10556 -0.30032 -0.11891
N -1.68014 0.84901 0.03184
H 2.13978 0.92107 1.08333
O 1.37426 -0.69312 -0.12312
H 3.38995 -0.05707 0.32338
H 2.40622 1.02051 -0.77089
C 2.35023 0.30276 0.16474
H -0.05088 1.98317 -0.44000
N -0.79764 -1.15818 -0.06220
N -1.93674 -0.40666 0.19985
N -0.38746 0.95334 -0.09604

=====

Entry 10:
21
Properties=species:S:1:pos:R:3 method="wB97M-V/def2-TZVPD" total_charge=-1 max_force_ev_per_a=1.688 de_lowest_ev=0.8611 multiplicity=1 e_lumo_ev=3.76 total_energy_ev=-11433.87576
C 0.34040 0.75755 0.70317
H -2.92629 -0.45017 0.99037
H -3.33051 1.09444 -0.94144
H -1.30054 1.29874 2.02660
H 0.47252 -1.76757 -2.44246
O 2.61059 -0.30735 -1.37947
C -2.11452 0.03655 0.46233
C 2.52526 -0.24716 -0.05262
N 1.08744 -0.44817 0.50630
H -0.75205 -0.27976 2.13430
H -1.75171 -0.60016 -0.35376
H 0.13290 1.41704 -0.15769
O 1.23527 -2.33844 -2.31690
H 3.00900 -1.03854 0.55165
N -2.67494 1.25181 -0.18318
H 2.01377 -1.76846 -2.07974
H 0.91828 1.36843 1.40969
H 2.80119 0.77056 0.30364
H -1.92701 1.88270 -0.43035
C -0.99462 0.47116 1.36990
H 0.62558 -1.10321 -0.12035